Computed, not measured: a structure of composition C5H13BF4MnN4 at a distorted geometry, with ωB97M-V/def2-TZVPD.

Last column: Mulliken spin population.
Atoms and positions in Å:
Mn: -0.356 -0.817 0.655  1.24
F: 1.758 -1.269 -0.087  0.00
F: 3.435 -2.761 0.362  0.00
F: -0.046 -2.333 1.313  0.01
F: 1.805 -3.206 -1.242  0.00
N: -0.880 1.103 -0.091  -0.05
N: -3.122 -0.592 2.000  0.04
N: -0.966 -1.341 -1.259  -0.07
N: 0.565 0.375 2.075  -0.07
C: 0.014 2.153 0.512  0.00
C: 1.142 1.498 1.288  0.00
C: -2.091 -0.687 1.491  -0.09
C: -0.973 1.068 -1.593  0.00
C: -0.434 -0.248 -2.118  0.00
B: 2.363 -2.499 -0.298  0.00
H: -0.728 -0.383 -3.160  0.00
H: -1.817 1.325 0.234  0.00
H: -0.032 0.727 2.825  0.00
H: 1.906 1.103 0.620  0.00
H: 1.311 -0.145 2.540  0.00
H: -0.424 1.897 -2.035  0.00
H: 0.422 2.803 -0.259  0.00
H: -1.971 -1.453 -1.400  0.00
H: -0.586 2.771 1.179  0.00
H: -0.551 -2.233 -1.536  0.00
H: 0.655 -0.270 -2.081  0.00
H: -2.020 1.180 -1.873  0.00
H: 1.622 2.232 1.938  0.00

- net charge = +2
- ⟨S²⟩ = 0.797
- orbital gap (alpha / beta) (eV) = 6.96 / 7.97
- 2S+1 = 2